## A
The following is a quantum chemistry calculation of 2 unconnected molecules or ions with the total composition C4H15N2O2, from the Open Molecules 2025 dataset.

XYZ file:
```
23
Properties=species:S:1:pos:R:3:mulliken_spin:R:1
C 1.7475 -0.7314 0.5930 0.5977
O 2.1475 -0.7101 1.9351 -0.3499
C 0.2670 -0.9318 0.6472 0.5817
C -0.1717 -1.5649 -0.7218 -0.4164
C -0.5783 -0.5346 -1.6785 0.7947
N -1.9267 0.0329 -1.3268 0.1795
N -0.5483 0.3617 0.9112 0.7000
H 1.8570 0.1222 0.0962 -0.1646
H 2.2358 -1.6152 0.1132 -0.0329
H 3.0379 -0.9969 2.1292 0.0730
H -0.0464 -1.4568 1.6361 -0.0102
H 0.6362 -2.1097 -1.2922 0.0302
H -0.8328 -2.4772 -0.5979 -0.0810
H 0.0595 0.4055 -1.6562 -0.2165
H -0.4096 -0.8120 -2.9302 -0.0354
H -2.1697 0.8020 -2.0178 -0.1295
H -2.5974 -0.6847 -1.5515 -0.0466
H -1.3903 0.3481 0.3006 -0.3861
H -0.1048 1.2273 0.6212 -0.0323
H -0.6720 0.4066 1.9797 -0.3584
H -0.8883 4.0353 0.9625 -0.1484
H 0.5913 3.5563 0.8655 -0.0313
O -0.2435 3.3277 0.9820 0.4827
```

Output
* <S²>: 0.75
* spin multiplicity: 2
* HOMO energy (alpha / beta): -2.4 / -10.2 eV
* gap between HOMO and LUMO (alpha / beta): 3.28 / 10.90 eV

***

## B
The following is a quantum chemistry calculation of 3 unconnected molecules or ions with the total composition C4H15N2O2, from the Open Molecules 2025 dataset.

XYZ file:
```
23
Properties=species:S:1:pos:R:3:mulliken_spin:R:1
C 1.7887 0.3692 -0.8693 0.0068
C 0.4818 1.0560 -1.2233 0.0248
C -0.5259 0.2598 -2.0207 0.0060
N -0.8595 -1.0591 -1.4519 0.0899
C -1.6675 -1.0991 -0.3380 0.8461
N -1.9050 -2.2544 0.3641 0.0538
H 1.7248 -0.5760 -0.3429 0.0037
H 2.3576 0.2877 -1.8134 -0.0040
H 2.5040 1.0744 -0.4191 -0.0021
H -0.0013 1.4361 -0.3074 0.0048
H 0.7065 1.9801 -1.7728 -0.0105
H -1.4687 0.7860 -2.0503 -0.0164
H -0.1478 0.1177 -3.0358 0.0025
H -0.3176 -1.8338 -1.7838 -0.0108
H -2.3100 -0.2628 -0.0528 -0.0174
H -2.5104 -2.1805 1.1592 0.0023
H -1.3564 -3.0808 0.2217 0.0114
H 0.2019 0.6424 2.1379 -0.0090
H -0.1702 -0.8013 2.1437 0.0067
O -0.5075 0.0332 1.8153 0.0117
H 1.9428 1.1951 3.2211 0.0002
H 0.7960 2.1873 3.5775 0.0003
O 1.2438 1.7229 2.8409 -0.0007
```

Output
* <S²>: 0.75
* spin multiplicity: 2
* HOMO energy (alpha / beta): -3.7 / -8.3 eV
* gap between HOMO and LUMO (alpha / beta): 4.12 / 8.76 eV

***

Last place for stability: A

***

## A
The following is a quantum chemistry calculation of 3 unconnected molecules or ions with the total composition C4H13NO2, from the Open Molecules 2025 dataset.

XYZ file:
```
20
Properties=species:S:1:pos:R:3:mulliken_spin:R:1
C 0.3094 1.5985 -1.2425 0.0070
N 0.8150 1.6410 0.1033 0.7554
C 0.0277 0.8770 1.0539 0.0340
C -1.0489 0.1645 0.2196 0.0197
C -1.0283 0.8759 -1.1721 0.0192
H 1.0396 1.1611 -1.9080 0.0339
H 0.0665 2.6074 -1.6039 0.0647
H 1.7998 1.3844 0.1181 -0.0175
H -0.4807 1.5743 1.7361 0.0569
H 0.6109 0.1885 1.6733 0.0186
H -0.9062 -0.9088 0.0929 0.0083
H -2.0296 0.3166 0.6168 -0.0040
H -1.9187 1.4739 -1.1950 -0.0004
H -1.1359 0.2142 -2.0250 0.0022
H -0.8787 -3.1892 -2.4109 0.0000
H -1.2958 -3.6684 -1.0367 -0.0001
O -0.5188 -3.4252 -1.5522 0.0002
H 2.7586 -0.4460 2.9545 0.0000
H 1.9314 -1.5976 2.4883 0.0000
O 1.8826 -0.8423 3.0896 0.0020
```

Output
* charge: +1
* <S²>: 0.75
* spin multiplicity: 2
* HOMO energy (alpha / beta): -14.6 / -14.6 eV
* gap between HOMO and LUMO (alpha / beta): 11.27 / 6.68 eV

***

## B
The following is a quantum chemistry calculation of 2 unconnected molecules or ions with the total composition C4H13NO2, from the Open Molecules 2025 dataset.

XYZ file:
```
20
Properties=species:S:1:pos:R:3:mulliken_spin:R:1
C -0.0339 -1.6325 1.1497 -0.0033
C 0.9045 -0.5028 1.4975 0.0219
N 1.5101 0.1446 0.3611 0.7940
C 0.9384 0.0489 -1.0322 -0.0008
C 0.8199 1.4615 -1.6884 0.0305
O 2.0425 2.2374 -1.2816 0.0051
H 0.2107 -2.1166 0.1279 0.0024
H -1.1031 -1.3162 1.0353 0.0054
H 0.0367 -2.4409 1.9589 -0.0011
H 1.6918 -0.7789 2.2219 0.0572
H 0.3304 0.2318 2.0142 0.0635
H 1.7823 1.0320 0.4619 -0.0213
H -0.0240 -0.3715 -0.9849 0.0104
H 1.6022 -0.4367 -1.6419 0.0342
H 0.5498 1.3585 -2.7930 0.0005
H -0.0120 2.0647 -1.1394 0.0010
H 2.7374 1.9265 -1.8812 0.0004
H -4.8466 0.4375 0.6863 0.0000
H -4.8416 -1.0606 0.4670 0.0000
O -4.2957 -0.2866 0.4610 0.0000
```

Output
* charge: +1
* <S²>: 0.75
* spin multiplicity: 2
* HOMO energy (alpha / beta): -14.3 / -14.3 eV
* gap between HOMO and LUMO (alpha / beta): 11.48 / 6.66 eV

***

## C
The following is a quantum chemistry calculation of 2 unconnected molecules or ions with the total composition C4H13NO2, from the Open Molecules 2025 dataset.

XYZ file:
```
20
Properties=species:S:1:pos:R:3:mulliken_spin:R:1
C -0.4414 -0.0136 -1.3965 0.1796
O 0.4347 0.7639 -2.3184 0.0470
C -0.2969 0.5938 0.0318 0.0222
C -1.1225 -0.2274 0.9829 0.0245
C -0.9456 0.0432 2.4759 0.0155
N -0.6165 2.0420 0.0788 0.7125
H -1.5542 0.1052 -1.6654 0.0003
H -0.0609 -1.0393 -1.4618 0.0103
H -0.1845 1.2057 -2.8519 0.0010
H 0.8303 0.5183 0.1924 -0.0098
H -2.0892 -0.0886 0.6698 -0.0012
H -0.9566 -1.3319 0.7948 -0.0041
H -1.1648 -0.9112 3.0754 0.0013
H -1.3597 1.0337 2.9725 0.0043
H 0.1335 0.0303 2.6081 0.0007
H -1.5418 2.2654 -0.2198 -0.0055
H 0.0072 2.5654 -0.3775 0.0014
H 3.4888 -3.1005 -1.6620 0.0000
H 4.1061 -2.1066 -0.7627 0.0000
O 3.3339 -2.3477 -1.1663 0.0000
```

Output
* charge: +1
* <S²>: 0.76
* spin multiplicity: 2
* HOMO energy (alpha / beta): -14.3 / -14.3 eV
* gap between HOMO and LUMO (alpha / beta): 11.06 / 5.33 eV

***

## D
The following is a quantum chemistry calculation of 3 unconnected molecules or ions with the total composition C4H13NO2, from the Open Molecules 2025 dataset.

XYZ file:
```
20
Properties=species:S:1:pos:R:3:mulliken_spin:R:1
C 0.5159 2.5825 -1.7028 0.0007
C 0.6716 1.6092 -0.5413 0.0285
C -0.2919 0.4477 -0.5551 0.0501
C -0.9927 -0.8617 1.4109 -0.0503
N -0.1676 -0.4349 0.6114 0.7819
H 1.3860 3.2315 -1.7275 -0.0005
H -0.3176 3.2763 -1.5754 0.0000
H 0.4309 2.0696 -2.6601 -0.0004
H 1.7118 1.2949 -0.4294 0.0003
H 0.5063 2.1574 0.4019 -0.0026
H -1.3254 0.8266 -0.4801 0.0560
H -0.2696 -0.1905 -1.4449 -0.0005
H -2.0774 -0.7512 1.2653 0.0705
H -0.7372 -1.7055 2.0656 0.0559
H 3.8694 -0.1922 0.8191 0.0000
H 3.1247 -1.3389 0.1135 -0.0011
O 4.0017 -1.0337 0.3670 0.0012
H -3.6207 -2.6897 0.7953 -0.0005
H -4.6651 -1.5960 0.5325 -0.0001
O -3.7492 -1.8424 0.3529 0.0110
```

Output
* charge: +1
* <S²>: 0.76
* spin multiplicity: 2
* HOMO energy (alpha / beta): -14.4 / -14.4 eV
* gap between HOMO and LUMO (alpha / beta): 9.52 / 6.04 eV

***

Last place for stability: C

***

## A
The following is a quantum chemistry calculation of C4H10N4O in the gas phase, from the Open Molecules 2025 dataset.

XYZ file:
```
19
Properties=species:S:1:pos:R:3:nbo_charge:R:1
C 1.2202 -0.5113 -0.9416 -0.4463
C -2.6718 1.0131 -1.6659 -0.7298
N 1.6532 -0.7119 1.4899 -0.3318
C -0.5526 -0.6352 0.7263 0.8192
C -1.6810 0.8585 -0.5557 0.0010
N 2.1564 0.5932 1.6974 -0.6530
O -0.9171 -0.9689 1.9719 -0.6270
N -1.4564 -0.3315 -0.1567 -0.5979
N 0.7642 -0.8893 0.3883 -0.3052
H -0.0997 -1.2000 2.4496 0.5063
H 2.4406 -1.3408 1.3628 0.3657
H 1.4001 1.1810 2.0336 0.3639
H 2.5362 1.0087 0.8470 0.3408
H 0.6334 -1.0574 -1.6751 0.2370
H 1.1096 0.5608 -1.1293 0.2193
H 2.2634 -0.8110 -1.0417 0.2019
H -2.2832 1.7184 -2.4050 0.2202
H -2.9372 0.0672 -2.1548 0.1809
H -3.5782 1.4564 -1.2411 0.2349
```

Output
* spin multiplicity: 1
* HOMO energy: -6.5 eV
* gap between HOMO and LUMO: 7.06 eV

***

## B
The following is a quantum chemistry calculation of C4H10N4O in the gas phase, from the Open Molecules 2025 dataset.

XYZ file:
```
19
Properties=species:S:1:pos:R:3:nbo_charge:R:1
C -0.6736 2.1310 0.0123 -0.4347
C -1.2436 -1.2206 -1.2706 -0.7156
N -0.1840 0.8516 0.5503 -0.1818
C 1.1116 -0.7612 -0.2950 0.3682
C -0.2070 -1.5730 -0.2413 0.5613
N -0.1733 0.8719 1.9683 -0.6839
N 2.2768 -1.4404 -0.5508 -0.7956
N 1.0961 0.4686 0.1186 -0.3863
O -0.2177 -2.6143 0.4120 -0.5338
H 0.7069 1.2080 2.3590 0.3346
H -0.8578 1.4761 2.4207 0.3542
H 2.2329 -2.4185 -0.2752 0.4057
H 3.0857 -0.9563 -0.1782 0.3964
H 0.1177 2.6786 -0.5111 0.2035
H -1.4723 1.9330 -0.7106 0.1953
H -1.0858 2.8040 0.7720 0.1961
H -2.1184 -0.7976 -0.7724 0.2532
H -0.8546 -0.5119 -2.0060 0.2255
H -1.5394 -2.1291 -1.8017 0.2380
```

Output
* spin multiplicity: 1
* HOMO energy: -7.9 eV
* gap between HOMO and LUMO: 8.69 eV
* structure (SMILES): CC(=O)/C(N)=N\N(C)N

***

Last place for stability: A